Entry A
C4H12 | ωB97M-V/def2-TZVPD

* SMILES: CC.CC
* gap between HOMO and LUMO: 12.66 eV

```
! RIJCOSX wB97M-V def2-TZVPD def2/J DEFGRID3
* xyz 0 1
C -1.162 2.157 1.239
C 0.884 -1.889 -1.393
H -0.727 -2.081 0.087
H -0.640 2.713 2.026
H 0.920 -0.831 -1.646
H -0.647 1.825 -0.836
H 0.566 2.714 -0.013
C 0.357 -2.160 0.031
H 0.316 -2.467 -2.116
H 0.871 -1.508 0.745
H 0.329 0.923 0.240
H -1.917 2.865 0.888
C -0.133 1.899 0.142
H 0.691 -3.148 0.355
H -1.612 1.254 1.640
H 1.905 -2.268 -1.390
*
```



Entry B
C4H12 | ωB97M-V/def2-TZVPD

* SMILES: CC.CC
* gap between HOMO and LUMO: 12.17 eV

```
! RIJCOSX wB97M-V def2-TZVPD def2/J DEFGRID3
* xyz 0 1
H -1.183 2.762 1.384
H 0.638 1.381 3.222
C 0.091 -2.483 -1.461
H -0.353 -1.578 -3.391
H 0.788 -0.553 -2.392
H -0.576 -3.313 -1.728
H 0.621 3.017 2.555
C 0.686 1.971 2.312
H 1.547 1.796 1.665
H 1.088 -2.865 -1.276
H -0.404 -2.366 -0.477
C 0.019 -1.321 -2.391
C -0.642 1.825 1.496
H -1.173 0.982 1.986
H -0.439 1.266 0.567
H -0.707 -0.522 -2.071
*
```



Stability check: which of them is least stable? entry B.



Entry A
C4H12 | ωB97M-V/def2-TZVPD

* SMILES: CC.CC
* gap between HOMO and LUMO: 12.81 eV

```
! RIJCOSX wB97M-V def2-TZVPD def2/J DEFGRID3
* xyz 0 1
H 1.812 0.089 1.419
H -2.865 0.020 -0.971
C 2.550 1.008 -0.412
H 3.440 0.420 -0.204
H 2.247 0.878 -1.450
H -2.953 -1.782 0.588
H -1.185 -0.013 -1.146
H -1.391 -1.416 1.231
C -1.940 -1.500 0.307
C -1.954 -0.133 -0.385
H 0.816 1.481 0.722
H 2.771 2.057 -0.242
H 0.740 -0.102 0.013
H -1.943 0.695 0.321
C 1.388 0.575 0.545
H -1.532 -2.277 -0.335
*
```



Entry B
C4H12 | ωB97M-V/def2-TZVPD

* SMILES: CC.CC
* gap between HOMO and LUMO: 12.93 eV

```
! RIJCOSX wB97M-V def2-TZVPD def2/J DEFGRID3
* xyz 0 1
H 0.628 -1.182 -0.620
H 2.471 0.504 -1.052
H 3.521 -0.398 0.068
C -1.518 0.961 -0.199
C -2.607 0.634 0.820
H -2.764 -0.440 0.916
H 2.032 0.409 0.640
H 1.991 -1.962 -1.316
C 1.678 -1.420 -0.425
C 2.496 -0.142 -0.173
H -0.536 0.892 0.266
H -1.684 1.925 -0.690
H 1.744 -2.083 0.435
H -1.501 0.228 -1.015
H -3.577 1.046 0.534
H -2.375 1.027 1.811
*
```



Stability check: which of them is least stable? entry A.



Entry A
C4H12 | ωB97M-V/def2-TZVPD

* SMILES: CC.CC
* gap between HOMO and LUMO: 12.79 eV

```
! RIJCOSX wB97M-V def2-TZVPD def2/J DEFGRID3
* xyz 0 1
H -1.288 -2.122 0.588
H -0.980 -0.393 -1.180
H 1.953 -0.258 0.503
H 1.897 2.815 0.382
H 1.997 0.787 1.943
H 0.627 0.771 0.895
H -2.311 -0.682 0.898
C -2.122 -1.527 0.236
H -3.059 -2.085 0.292
C 1.721 0.733 0.887
C 2.335 1.873 0.077
H -2.716 -0.479 -1.548
C -1.853 -1.043 -1.193
H -1.721 -1.882 -1.871
H 3.420 1.804 0.066
H 2.100 1.687 -0.976
*
```



Entry B
C4H12 | ωB97M-V/def2-TZVPD

* SMILES: CC.CC
* gap between HOMO and LUMO: 12.85 eV

```
! RIJCOSX wB97M-V def2-TZVPD def2/J DEFGRID3
* xyz 0 1
H -0.077 0.882 2.051
H -1.760 0.861 2.479
H -0.719 -1.403 2.501
H -0.173 -1.195 0.798
H -1.296 1.015 0.716
C 0.282 0.215 -1.879
H -0.104 1.246 -1.854
H 2.101 1.197 -1.330
H 0.065 -0.116 -2.896
H 2.341 -0.477 -1.958
C -0.954 -0.952 1.542
H 1.893 -0.328 -0.398
C 1.706 0.176 -1.346
H -1.823 -1.424 1.103
C -1.062 0.586 1.695
H -0.420 -0.282 -1.223
*
```



Stability check: which of them is least stable? entry B.



Entry A
C4H12 | ωB97M-V/def2-TZVPD

* SMILES: CC.CC
* gap between HOMO and LUMO: 12.74 eV

```
! RIJCOSX wB97M-V def2-TZVPD def2/J DEFGRID3
* xyz 0 1
C 2.525 -0.919 0.949
H 1.212 0.768 1.469
H -1.708 1.268 -2.397
C 1.164 -0.228 1.032
H 3.271 -0.231 0.552
H -2.601 -0.843 -1.048
H 2.877 -1.170 1.947
C -1.352 0.971 -1.409
H 0.488 -0.850 1.623
H -1.148 1.928 -0.925
H -1.980 -0.017 0.414
H 0.700 -0.119 0.054
C -2.314 0.111 -0.616
H -3.245 0.669 -0.469
H -0.384 0.482 -1.513
H 2.494 -1.819 0.338
*
```



Entry B
C4H12 | ωB97M-V/def2-TZVPD

* SMILES: CC.CC
* gap between HOMO and LUMO: 12.21 eV

```
! RIJCOSX wB97M-V def2-TZVPD def2/J DEFGRID3
* xyz 0 1
H -1.434 0.615 0.154
H 3.386 -0.427 1.332
H 2.112 -1.333 2.189
H -2.340 -0.826 -0.113
C 1.431 0.525 1.192
H 0.423 0.231 1.474
H -2.433 -0.219 -2.753
H 2.130 -1.258 0.415
H 1.501 0.998 0.133
H -0.830 -0.707 -2.207
C -1.567 -0.003 -1.973
H 1.459 1.337 1.947
C -2.146 0.180 -0.547
C 2.385 -0.713 1.388
H -3.130 0.758 -0.500
H -1.459 0.897 -2.425
*
```



Entry C
C4H12 | ωB97M-V/def2-TZVPD

* SMILES: CC.CC
* gap between HOMO and LUMO: 12.46 eV

```
! RIJCOSX wB97M-V def2-TZVPD def2/J DEFGRID3
* xyz 0 1
H 0.383 -2.198 -2.764
H 0.277 1.947 1.849
H -1.266 1.779 0.826
C 1.508 -0.531 -2.124
H -1.409 1.188 3.651
C -1.122 0.613 2.771
H -0.541 -0.759 -2.785
C -0.583 1.349 1.557
H -1.904 -0.109 2.518
H 1.600 -0.127 -1.114
C 0.174 -1.328 -2.153
H -0.433 -1.321 -1.251
H -0.077 0.599 0.941
H 1.560 0.291 -2.821
H 2.240 -1.307 -2.352
H -0.406 -0.086 3.252
*
```



Entry D
C4H12 | ωB97M-V/def2-TZVPD

* SMILES: CC.CC
* gap between HOMO and LUMO: 12.28 eV

```
! RIJCOSX wB97M-V def2-TZVPD def2/J DEFGRID3
* xyz 0 1
H 1.822 0.166 0.851
H 2.043 1.543 1.853
H -1.818 -1.179 -2.507
H -0.853 1.144 1.032
H -1.351 -0.468 -0.173
C 1.364 1.122 1.096
C -0.523 -0.723 -0.840
H 0.068 -1.190 -0.071
H 1.395 1.728 0.198
C -0.041 0.989 1.724
H -0.032 0.008 2.220
H -0.071 0.250 -0.926
H -0.162 -1.118 -2.946
H -0.208 1.712 2.528
H -0.833 -2.522 -1.902
C -0.800 -1.462 -2.137
*
```



Stability check: which of them is least stable? entry B.



Entry A
C4H12 | ωB97M-V/def2-TZVPD

* SMILES: CC.CC
* gap between HOMO and LUMO: 12.55 eV

```
! RIJCOSX wB97M-V def2-TZVPD def2/J DEFGRID3
* xyz 0 1
H 0.592 1.949 2.652
C 0.439 0.077 -2.017
H 1.484 -0.233 -2.040
H 0.142 -1.821 -3.088
H -0.549 -1.738 -1.618
H 0.222 1.033 -2.490
H 0.250 0.273 -0.970
H -0.358 1.563 1.181
C -0.430 -1.108 -2.489
H 1.022 -0.453 1.646
C -0.172 1.300 2.220
H -1.354 -0.811 -2.927
H -1.064 1.504 2.811
H 0.285 -0.657 3.215
H -0.651 -0.685 1.673
C 0.142 -0.194 2.241
*
```



Entry B
C4H12 | ωB97M-V/def2-TZVPD

* SMILES: CC.CC
* gap between HOMO and LUMO: 12.87 eV

```
! RIJCOSX wB97M-V def2-TZVPD def2/J DEFGRID3
* xyz 0 1
C 1.701 0.119 -2.287
H -1.136 1.925 1.495
C 1.045 -0.965 -1.425
H 0.140 -1.333 -1.907
H -2.793 0.332 2.459
H 1.089 1.014 -2.353
C -1.753 -0.001 2.375
H 0.771 -0.596 -0.441
H 1.923 -0.274 -3.282
H -1.761 -1.045 2.069
C -1.016 0.851 1.325
H -1.361 0.551 0.339
H 0.062 0.665 1.355
H 2.666 0.422 -1.866
H 1.746 -1.772 -1.217
H -1.323 0.107 3.360
*
```



Entry C
C4H12 | ωB97M-V/def2-TZVPD

* SMILES: CC.CC
* gap between HOMO and LUMO: 12.55 eV

```
! RIJCOSX wB97M-V def2-TZVPD def2/J DEFGRID3
* xyz 0 1
H -1.544 -1.348 3.225
H -0.169 0.598 -3.752
H 1.769 1.304 -2.267
H -0.641 1.160 -2.288
C -0.111 0.293 -2.702
H -0.611 -0.647 -2.511
H 0.051 0.349 1.164
H 1.900 -0.321 -2.880
H -1.603 -0.026 1.437
H -0.052 -0.446 3.803
H -0.667 1.203 2.530
C -0.596 -0.905 2.968
C -0.694 0.284 1.957
C 1.334 0.310 -2.195
H 0.163 -1.658 2.750
H 1.469 -0.151 -1.239
*
```



Entry D
C4H12 | ωB97M-V/def2-TZVPD

* SMILES: CC.CC
* gap between HOMO and LUMO: 12.45 eV

```
! RIJCOSX wB97M-V def2-TZVPD def2/J DEFGRID3
* xyz 0 1
H 0.053 -1.839 0.436
H -0.088 0.459 0.059
H -1.974 -1.000 -1.588
H -1.469 -1.076 0.756
H -0.792 -2.242 -2.008
H 0.522 3.022 0.591
C -1.007 -1.379 -1.399
H 1.393 0.095 1.087
H -1.369 -2.760 0.228
C 0.642 0.912 0.802
H 2.069 2.519 1.146
H 1.574 2.418 -0.636
C -0.863 -1.758 0.113
C 1.295 2.245 0.414
H -0.188 -0.734 -1.761
H 0.202 1.119 1.760
*
```



Stability check: which of them is least stable? entry D.



Entry A
C4H12 | ωB97M-V/def2-TZVPD

* SMILES: CC.CC
* gap between HOMO and LUMO: 12.64 eV

```
! RIJCOSX wB97M-V def2-TZVPD def2/J DEFGRID3
* xyz 0 1
H -2.958 1.452 0.526
H 0.828 0.241 -0.015
H 2.040 -1.742 -0.780
H -1.475 2.003 0.439
H 1.485 0.105 1.617
H -1.698 0.417 1.139
H 0.544 -1.179 1.083
C 2.437 -1.152 0.046
H -2.561 0.031 -1.598
C 1.255 -0.440 0.703
H -1.357 1.343 -1.699
H -0.907 -0.222 -1.152
H 2.824 -1.923 0.709
C -1.716 0.503 -1.093
H 3.234 -0.470 -0.226
C -1.974 1.034 0.301
*
```



Entry B
C4H12 | ωB97M-V/def2-TZVPD

* SMILES: CC.CC
* gap between HOMO and LUMO: 12.55 eV

```
! RIJCOSX wB97M-V def2-TZVPD def2/J DEFGRID3
* xyz 0 1
C 0.828 0.105 1.202
H -0.116 -1.198 -1.661
H 1.566 0.478 0.502
H -0.186 0.501 1.136
H -2.014 -1.232 -1.346
H 0.504 -0.002 3.274
H -0.444 1.112 -2.281
C -1.209 0.350 -2.478
C -1.059 -0.746 -1.342
H -2.107 0.958 -2.490
H 1.841 1.221 2.821
H 2.163 -0.435 2.822
H -0.856 -0.165 -3.402
H 0.712 -0.996 1.011
H -0.958 -0.214 -0.406
C 1.335 0.262 2.638
*
```



Entry C
C4H12 | ωB97M-V/def2-TZVPD

* SMILES: CC.CC
* gap between HOMO and LUMO: 12.18 eV

```
! RIJCOSX wB97M-V def2-TZVPD def2/J DEFGRID3
* xyz 0 1
H -1.681 0.034 -2.717
C 2.374 -1.004 1.696
H 1.632 1.087 1.493
H -2.261 -1.170 -1.377
C 2.067 0.306 0.833
C -2.148 0.811 -0.671
H 3.013 0.727 0.533
H 3.426 -1.301 1.222
H 1.306 0.141 0.045
H -3.255 0.038 -2.342
H -2.677 1.668 -0.837
C -2.383 -0.168 -1.763
H -1.072 1.175 -0.525
H 2.254 -0.900 2.735
H 1.957 -1.949 1.399
H -2.551 0.505 0.274
*
```



Entry D
C4H12 | ωB97M-V/def2-TZVPD

* SMILES: CC.CC
* gap between HOMO and LUMO: 12.56 eV

```
! RIJCOSX wB97M-V def2-TZVPD def2/J DEFGRID3
* xyz 0 1
H 2.735 -1.398 -0.173
H 2.470 -2.809 0.849
C -1.039 1.442 0.167
H 0.352 -0.920 -0.227
H -0.593 0.622 -0.390
H -1.627 3.545 -0.015
C -1.671 2.613 -0.581
H -0.328 1.836 0.893
H -1.742 0.769 0.683
H 2.041 -2.790 -0.929
H -2.743 2.450 -0.689
H -0.025 -2.636 0.165
C 2.067 -2.239 0.011
C 0.633 -1.787 0.355
H 0.596 -1.455 1.393
H -1.126 2.757 -1.513
*
```



Stability check: which of them is least stable? entry C.



Entry A
C30H29N4OPPtS2 | ωB97M-V/def2-TZVPD

* gap between HOMO and LUMO: 8.25 eV

```
! RIJCOSX wB97M-V def2-TZVPD def2/J DEFGRID3
* xyz 2 1
C -0.818 -3.206 -1.500
H 3.959 2.091 -3.268
C 0.803 2.411 1.059
H -0.580 1.321 2.302
H -2.930 -6.133 1.030
C -3.938 3.230 -0.823
H -3.999 0.947 -1.975
C 0.835 2.427 3.467
H -0.542 4.569 0.387
N 1.432 -3.205 1.401
H 1.983 -5.036 -0.613
H 0.568 4.268 -4.712
H 1.064 -5.238 1.630
N 3.024 -2.553 -0.107
C 2.681 -4.938 0.218
C -3.844 4.520 -0.332
C 2.341 3.219 -4.114
C 3.699 -3.857 -0.098
C -2.654 -3.178 2.703
H 3.181 -5.896 0.343
C 1.925 -4.585 1.488
C 1.892 3.278 1.037
C -2.615 5.000 0.094
H -0.334 -2.917 -2.421
C 2.933 2.412 -3.150
H 0.684 -2.910 2.008
C 2.457 3.707 2.231
H -3.501 -5.094 3.195
H 2.371 3.623 4.369
C 0.896 2.454 -1.870
C -2.981 -4.517 2.442
N -0.987 -2.383 -0.509
C -2.003 -2.404 1.766
S -1.472 -4.767 -1.302
H 2.907 3.524 -4.984
C -1.998 -4.326 0.290
H 4.154 -4.009 -1.075
C 1.028 3.638 -3.963
H 3.396 -1.794 -0.656
H 3.305 4.378 2.212
C -1.493 4.182 0.044
H 2.568 -4.677 2.365
H -4.722 5.150 -0.291
C -2.665 -5.105 1.237
Pt -0.505 -0.315 -0.498
H 4.496 -3.840 0.647
H -2.928 -2.743 3.655
C 1.931 3.283 3.441
C -1.577 2.878 -0.427
C -1.666 -2.994 0.545
S 1.428 -0.601 0.771
H 0.420 2.105 4.412
H -1.757 -1.367 1.959
C 2.213 2.021 -2.034
C -3.050 1.090 -1.466
H -0.716 3.605 -2.725
C 1.971 -2.273 0.642
H 2.300 3.628 0.098
C 0.275 1.989 2.281
H 2.677 1.388 -1.287
O -2.832 -1.003 -2.169
H -2.445 -0.971 -3.057
C 0.303 3.258 -2.842
C -2.818 2.396 -0.868
N -2.263 0.083 -1.481
H -4.890 2.857 -1.178
P -0.051 1.897 -0.444
H -2.524 6.011 0.466
*
```



Entry B
C30H29N4OPPtS2 | ωB97M-V/def2-TZVPD

* gap between HOMO and LUMO (alpha / beta): 6.73 / 6.73 eV

```
! RIJCOSX wB97M-V def2-TZVPD def2/J DEFGRID3
* xyz 2 1
H 0.130 -2.718 -1.890
C 0.892 4.751 -0.950
H -1.141 -4.143 2.915
H -2.566 -2.930 -0.685
C 2.635 0.969 -1.124
C 3.118 -1.030 -2.393
C -0.601 4.880 -0.708
C -5.473 -1.882 2.211
C -0.500 -3.505 3.497
H -1.152 5.015 -1.636
C 0.825 -1.526 3.759
H 1.449 2.557 1.519
P -0.930 -1.825 1.422
C 2.280 -0.313 -1.550
C -0.707 -3.258 0.366
C 1.600 -0.348 3.351
H 1.020 -3.515 6.513
N -1.082 3.641 -0.085
N 1.066 -0.954 -1.263
H 1.977 0.315 4.124
C -0.087 -2.268 2.987
C -1.669 -3.531 -0.612
N 1.943 -0.153 2.145
H -5.156 -3.962 2.634
C 0.616 -5.111 -0.417
H -6.535 -1.921 2.407
H 2.637 4.102 0.178
H 3.348 0.849 1.353
H 1.071 3.992 -1.715
N 0.928 3.187 0.915
H -2.047 3.359 -0.184
H -2.785 -3.894 2.156
C 1.181 -1.979 5.030
C -2.720 -1.772 1.715
C -3.343 -2.976 2.091
C -4.886 -0.704 1.796
C -3.521 -0.650 1.540
C 4.731 0.714 -2.304
H -0.204 -6.215 -2.061
C -0.342 -5.381 -1.386
C 0.719 -3.184 5.530
H -2.231 -4.807 -2.235
Pt 0.010 -0.139 0.444
C 3.863 1.468 -1.496
O 2.745 1.024 2.089
H 1.190 -3.847 1.210
H 5.688 1.127 -2.586
H 1.560 5.171 1.074
H 1.861 -1.386 5.624
C -0.338 2.884 0.702
H -3.117 0.272 1.169
H 1.941 1.576 -0.552
C -4.699 -3.027 2.345
C -0.105 -3.963 4.743
H 5.019 -1.084 -3.428
C 0.439 -4.048 0.458
C 4.366 -0.525 -2.774
C 0.997 -2.079 -1.922
H -0.830 5.721 -0.050
S -1.151 1.538 1.523
C 1.592 4.362 0.341
H -0.456 -4.923 5.095
H 1.498 -5.731 -0.333
H 1.292 5.694 -1.321
H 4.159 2.461 -1.187
S 2.339 -2.494 -2.872
H -5.486 0.184 1.655
C -1.483 -4.592 -1.486
*
```



Stability check: which of them is least stable? entry B.



Entry A
C4H10NOS | ωB97M-V/def2-TZVPD

* gap between HOMO and LUMO: 6.84 eV

```
! RIJCOSX wB97M-V def2-TZVPD def2/J DEFGRID3
* xyz -1 1
S -1.044 0.375 0.040
H 1.198 1.327 -0.180
H -0.173 -1.099 2.061
H -1.746 1.498 -2.270
O 0.346 -2.996 2.507
H 1.258 -1.237 0.103
H -0.069 2.585 -0.087
H -1.310 3.041 -2.180
C 1.670 -1.733 0.985
H 2.398 -1.065 1.452
N -1.052 2.162 -2.618
C 0.512 -1.943 1.922
C 0.225 1.741 -2.030
H 0.953 2.501 -2.344
C 0.187 1.606 -0.503
H 2.119 -2.684 0.706
H 0.545 0.784 -2.449
*
```



Entry B
C4H10NOS | ωB97M-V/def2-TZVPD

* SMILES: [O-]CNCCCS
* gap between HOMO and LUMO: 6.21 eV

```
! RIJCOSX wB97M-V def2-TZVPD def2/J DEFGRID3
* xyz -1 1
C -0.698 -1.132 -0.883
N 0.665 1.190 0.968
C -0.435 1.232 -0.023
H -0.695 0.719 -2.158
H -0.667 2.327 -0.259
C -0.210 0.213 -1.282
H 1.564 1.040 0.388
H -1.765 -1.307 -0.872
H -1.335 0.864 0.487
H 1.484 -0.197 2.137
H 1.456 -1.917 -2.041
S 0.191 -2.387 -1.903
H 0.832 0.324 -1.530
H 0.137 0.694 2.934
O -0.485 -0.713 1.635
H -0.458 -1.203 0.410
C 0.418 0.252 1.991
*
```



Entry C
C4H10NOS | ωB97M-V/def2-TZVPD

* SMILES: N[C@H](C[O-])CCS
* gap between HOMO and LUMO: 5.98 eV

```
! RIJCOSX wB97M-V def2-TZVPD def2/J DEFGRID3
* xyz -1 1
C 0.612 -0.057 0.331
H 0.137 1.808 1.220
H 2.208 -0.229 -1.128
H 1.616 -1.842 -0.419
H -0.612 -1.199 -1.109
N 0.864 1.429 0.585
C -0.504 -0.193 -0.693
O 2.985 -0.300 0.719
H -2.041 -1.264 1.116
H 0.508 -0.608 1.173
H 1.842 1.291 0.998
H -2.436 0.641 -1.397
C 1.971 -0.664 -0.141
H -0.222 0.377 -1.554
C -1.964 0.405 -0.383
H -1.874 1.298 0.314
S -3.091 -0.894 0.370
*
```



Stability check: which of them is least stable? entry B.